Arrangement a

17
Properties=species:S:1:pos:R:3:nbo_charge:R:1 method="wB97M-V/def2-TZVPD" homo_lumo_gap_ha=0.302 homo_ev=-9.2 lumo_ev=-0.95
C 0.99 -1.60 2.05 0.50
C -0.34 -2.27 1.83 0.03
C 1.52 0.64 -0.71 -0.29
N -1.37 -1.68 2.27 -0.57
N 1.89 1.96 -0.68 -0.78
O 2.13 -1.99 2.00 -0.48
O -0.24 -1.38 -0.35 -1.10
P -0.17 0.06 -0.71 1.52
I 0.57 0.53 2.55 -0.05
I 2.00 -0.61 -2.94 -0.22
H -0.19 -3.19 1.21 0.22
H 2.07 0.08 -0.02 0.23
H -2.24 -2.16 2.14 0.36
H 2.84 2.23 -0.99 0.42
H 1.13 2.59 -1.07 0.38
H -0.65 0.40 -2.11 -0.07
H -1.02 0.85 -0.11 -0.09

***

Arrangement b

17
Properties=species:S:1:pos:R:3:nbo_charge:R:1 method="wB97M-V/def2-TZVPD" homo_lumo_gap_ha=0.328 homo_ev=-9.4 lumo_ev=-0.48
C -2.57 -0.53 -0.18 0.73
C -1.55 -1.62 -0.03 -0.19
C 1.71 0.68 0.59 -0.30
N -0.28 -1.11 0.39 -0.95
N 2.26 1.94 0.59 -0.83
O -3.77 -0.63 -0.31 -0.57
O -1.92 0.55 -0.39 -0.75
P -0.14 0.60 0.10 1.31
I -1.32 -2.50 -2.06 0.04
I 2.56 -0.61 -1.28 -0.18
H -1.91 -2.43 0.58 0.23
H 1.76 0.04 1.50 0.24
H 0.51 -1.65 -0.04 0.44
H 3.27 1.97 0.58 0.39
H -0.13 1.14 -1.20 0.01
H 2.04 2.74 -0.01 0.40
H -0.52 1.42 1.17 -0.02

***

Which of them is the least stable? Correct choice: arrangement a.

***

Arrangement a

9
Properties=species:S:1:pos:R:3:nbo_charge:R:1 method="wB97M-V/def2-TZVPD" homo_lumo_gap_ha="0.248 / 0.249" homo_ev="-7.6 / -7.6" lumo_ev="-0.80 / -0.79"
C -0.88 -0.37 -0.89 -0.39
C -0.67 1.31 0.59 -0.40
P 1.30 -1.05 0.82 0.25
S 0.35 -1.42 -1.07 0.23
Cl -1.68 2.54 0.04 0.00
H -1.54 -0.22 -1.73 0.19
H -1.11 0.83 1.47 0.14
H 2.42 -1.79 0.41 -0.04
H 1.81 0.17 0.37 0.03

***

Arrangement b

9
Properties=species:S:1:pos:R:3:nbo_charge:R:1 method="wB97M-V/def2-TZVPD" homo_lumo_gap_ha=0.347 smiles="[PH3]=S.C#CCl" homo_ev=-9.1 lumo_ev=0.36
C -1.41 -0.33 -1.50 -0.25
C -2.28 -0.18 -0.68 -0.14
P 1.48 0.15 0.75 0.58
S 2.61 1.39 -0.25 -0.55
Cl -2.99 0.18 0.74 0.14
H -0.65 -0.28 -2.28 0.26
H 2.18 -0.76 1.78 0.01
H 0.45 0.61 1.49 -0.04
H 0.61 -0.77 -0.03 0.00

***

Which of them is the least stable? Correct choice: arrangement a.

***

Arrangement a

13
Properties=species:S:1:pos:R:3:nbo_charge:R:1 method="wB97M-V/def2-TZVPD" homo_lumo_gap_ha=0.488 homo_ev=-16.8 charge=+1 lumo_ev=-3.54
O 0.40 2.07 -1.18 -0.90
H 0.64 1.12 -0.31 0.55
H 0.95 2.50 -1.85 0.54
H -0.20 2.73 -0.82 0.53
C -0.58 -0.85 -0.01 -0.05
O 0.58 0.15 0.22 -0.72
C -0.55 -1.86 1.13 -0.70
H -1.47 -0.26 -0.11 0.22
H -0.24 -1.32 -0.92 0.21
H 1.15 -0.47 0.69 0.55
H -0.17 -1.47 2.06 0.25
H -1.60 -1.97 1.41 0.27
H -0.14 -2.80 0.80 0.25

***

Arrangement b

13
Properties=species:S:1:pos:R:3:nbo_charge:R:1 method="wB97M-V/def2-TZVPD" homo_lumo_gap_ha=0.502 homo_ev=-17.5 charge=+1 lumo_ev=-3.85
O 1.31 0.34 -1.47 -0.98
H 0.49 -0.67 -0.66 0.54
H 2.00 0.06 -2.07 0.56
H 0.74 1.11 -1.46 0.53
C -0.52 -0.46 1.11 -0.02
O -0.48 -1.07 -0.37 -0.67
C -0.53 1.03 1.19 -0.69
H -1.46 -0.88 1.52 0.24
H 0.46 -0.93 1.24 0.22
H -0.92 -0.62 -1.12 0.52
H 0.27 1.44 0.56 0.21
H -1.42 1.42 0.70 0.24
H -0.28 1.51 2.16 0.30

***

Which of them is the least stable? Correct choice: arrangement b.

***

Arrangement a

7
Properties=species:S:1:pos:R:3:nbo_charge:R:1 method="wB97M-V/def2-TZVPD" homo_lumo_gap_ha=0.392 smiles="O=C=S.O=NO" homo_ev=-10.6 lumo_ev=0.08
C 3.89 0.29 -0.16 0.44
N 1.08 0.97 -0.03 0.37
O 3.93 1.41 -0.47 -0.46
O 0.75 1.07 1.12 -0.33
O 0.13 1.17 -0.93 -0.51
S 3.88 -1.21 0.24 0.02
H -0.77 1.44 -0.54 0.47

***

Arrangement b

7
Properties=species:S:1:pos:R:3:nbo_charge:R:1 method="wB97M-V/def2-TZVPD" homo_lumo_gap_ha=0.420 smiles="O=S(=O)=O.C#N" homo_ev=-12.4 lumo_ev=-0.97
C -1.43 1.33 0.41 0.11
N -2.12 0.88 -0.40 -0.32
O 1.48 -1.05 -1.60 -0.81
O 0.69 0.29 0.29 -0.85
O 1.02 -2.17 0.54 -0.80
S 1.09 -0.98 -0.25 2.46
H -0.74 1.70 1.00 0.21

***

Which of them is the least stable? Correct choice: arrangement b.

***

Arrangement a

21
Properties=species:S:1:pos:R:3:nbo_charge:R:1 method="wB97M-V/def2-TZVPD" homo_lumo_gap_ha=0.363 homo_ev=-9.0 lumo_ev=0.85
C 1.12 1.28 -2.28 -0.83
C 2.18 -0.59 0.82 0.15
C 3.06 -1.76 1.10 -0.66
C -4.36 0.46 0.30 -0.06
C -2.20 -0.13 0.46 -0.47
N 2.33 0.02 -0.28 -0.65
N -3.24 0.52 -0.17 -0.37
O 0.42 1.52 0.38 -0.98
S 1.56 1.57 -0.53 1.39
H 0.30 0.43 -2.20 0.24
H 2.01 0.89 -2.79 0.25
H 1.61 -0.15 1.61 0.19
H 3.72 -1.40 1.88 0.23
H 2.51 -2.64 1.52 0.23
H 3.56 -2.18 0.20 0.24
H -4.57 0.06 1.30 0.13
H -5.07 0.95 -0.25 0.16
H 0.71 2.06 -2.80 0.23
H -1.91 -0.92 -0.24 0.20
H -1.38 0.65 0.55 0.26
H -2.35 -0.65 1.42 0.16

***

Arrangement b

21
Properties=species:S:1:pos:R:3:nbo_charge:R:1 method="wB97M-V/def2-TZVPD" homo_lumo_gap_ha=0.341 homo_ev=-8.4 lumo_ev=0.85
C 0.88 0.57 -0.02 -0.21
C -0.39 1.21 -0.51 -0.25
C -0.15 -1.71 0.15 -0.42
C 2.19 -1.61 -0.14 -0.41
C -2.67 1.35 -0.02 -0.44
N 0.88 -0.90 -0.28 -0.48
N -1.50 0.53 0.10 -0.65
O -2.72 -1.55 0.47 -0.97
S -1.76 -1.06 -0.49 1.41
H 1.84 0.88 -0.38 0.20
H 0.80 0.90 1.00 0.17
H -0.35 2.20 -0.16 0.21
H -0.33 1.07 -1.55 0.18
H 0.07 -2.79 -0.17 0.23
H -0.14 -1.74 1.35 0.18
H 2.09 -2.51 -0.80 0.21
H 3.10 -0.85 -0.29 0.22
H 2.09 -1.99 0.93 0.18
H -3.60 0.62 -0.12 0.24
H -2.66 1.93 1.00 0.22
H -2.64 1.97 -0.99 0.18

***

Which of them is the least stable? Correct choice: arrangement b.

***

Arrangement a

16
Properties=species:S:1:pos:R:3:nbo_charge:R:1 method="wB97M-V/def2-TZVPD" homo_lumo_gap_ha=0.306 homo_ev=-4.4 charge=-1 lumo_ev=3.98
C -2.22 0.52 0.65 -0.26
C -1.69 -0.68 0.02 -0.26
C -1.66 1.61 0.15 -0.34
C -0.41 -0.70 -0.43 -0.53
C 2.40 -0.99 0.12 -1.04
O 1.45 1.36 0.60 -1.16
O 1.14 0.62 -1.85 -1.17
P 1.15 0.29 -0.41 2.16
H -3.07 0.44 1.36 0.19
H -2.21 -1.56 0.02 0.18
H -2.05 2.59 0.46 0.17
H -0.88 1.65 -0.61 0.23
H -0.27 -1.61 -0.94 0.19
H 2.30 -1.34 1.19 0.22
H 2.73 -1.90 -0.45 0.20
H 3.29 -0.31 0.12 0.23

***

Arrangement b

16
Properties=species:S:1:pos:R:3:nbo_charge:R:1 method="wB97M-V/def2-TZVPD" homo_lumo_gap_ha=0.246 smiles="C=C[C@H]1C[C@@H]1P([O-])O" homo_ev=-2.9 charge=-1 lumo_ev=3.76
C -0.50 0.62 -2.08 -0.48
C -0.04 0.77 -0.80 -0.13
C 1.28 0.10 1.28 -0.43
C 0.43 -0.28 0.08 -0.32
C -0.24 -0.21 1.58 -0.52
O -0.98 -1.72 3.82 -1.18
O -1.82 -2.36 1.48 -1.03
P -0.46 -1.93 2.45 1.30
H -0.74 1.48 -2.58 0.17
H -0.83 -0.31 -2.70 0.19
H 0.07 1.76 -0.33 0.19
H 2.11 -0.61 1.53 0.21
H 1.48 1.12 1.28 0.18
H 0.44 -1.34 -0.11 0.21
H -0.74 0.71 1.61 0.19
H -1.38 -2.73 0.70 0.45

***

Arrangement c

16
Properties=species:S:1:pos:R:3:nbo_charge:R:1 method="wB97M-V/def2-TZVPD" homo_lumo_gap_ha=0.313 homo_ev=-4.4 charge=-1 lumo_ev=4.07
C -1.95 0.50 0.33 -0.21
C -1.37 -0.84 0.02 -0.23
C -2.39 1.30 -0.62 -0.36
C -0.10 -1.16 0.16 -0.51
C 2.73 -0.53 0.04 -1.04
O 1.09 0.87 1.69 -1.18
O 0.86 1.33 -0.83 -1.17
P 1.08 0.36 0.32 2.15
H -2.05 0.73 1.31 0.20
H -2.02 -1.67 -0.15 0.17
H -2.87 2.22 -0.31 0.18
H -2.47 0.98 -1.71 0.19
H 0.23 -2.06 -0.11 0.18
H 3.52 -0.23 0.71 0.22
H 2.55 -1.69 0.08 0.20
H 3.15 -0.11 -0.95 0.22

***

Which of them is the least stable? Correct choice: arrangement b.

***

Arrangement a

27
Properties=species:S:1:pos:R:3:nbo_charge:R:1 method="wB97M-V/def2-TZVPD" homo_lumo_gap_ha="0.343 / 0.246" homo_ev="-13.0 / -13.6" multiplicity=2 charge=+1 lumo_ev="-3.63 / -6.86"
C -0.28 0.80 -3.21 -0.63
C 0.34 -0.44 -2.61 -0.61
H -0.39 0.76 -4.29 0.23
H -1.31 0.94 -2.87 0.20
H 0.28 1.73 -3.08 0.21
H 0.62 -0.33 -1.56 0.18
H 1.26 -0.73 -3.13 0.22
H -0.33 -1.30 -2.65 0.21
C -1.28 1.89 -0.16 -0.69
C -0.36 -0.08 1.22 -0.09
C -0.35 1.29 0.81 0.12
C 0.73 -0.23 2.09 0.14
C 0.71 1.91 1.51 0.11
C -0.99 -1.21 0.68 -0.11
C -0.48 -2.44 1.07 -0.23
C 0.53 -2.57 2.02 -0.10
C 1.16 -1.43 2.56 -0.20
N 1.28 1.05 2.35 -0.44
H -1.89 -1.22 0.08 0.25
H -0.91 -3.36 0.72 0.24
H 0.90 -3.52 2.38 0.24
H -2.29 1.50 -0.03 0.25
H -0.91 1.58 -1.14 0.28
H 1.15 2.89 1.42 0.25
H 2.20 1.17 2.74 0.44
H 2.02 -1.60 3.20 0.25
H -1.39 2.97 -0.12 0.25

***

Arrangement b

27
Properties=species:S:1:pos:R:3:nbo_charge:R:1 method="wB97M-V/def2-TZVPD" homo_lumo_gap_ha="0.343 / 0.245" homo_ev="-13.0 / -13.6" multiplicity=2 charge=+1 lumo_ev="-3.69 / -6.96"
C -2.94 1.27 -3.10 -0.67
C -0.23 0.68 -0.63 0.16
C -1.60 0.66 -0.97 -0.14
C -1.70 1.11 -2.30 0.13
C -0.36 1.33 -2.74 0.13
C -0.80 -0.31 1.45 -0.09
C 0.18 0.14 0.55 -0.20
C -2.17 -0.22 1.17 -0.22
C -2.58 0.28 -0.04 -0.08
N 0.49 1.12 -1.76 -0.45
H -0.48 -0.68 2.42 0.24
H 1.20 0.18 0.92 0.25
H -2.85 -0.43 1.98 0.25
H -3.63 0.38 -0.29 0.24
H 1.45 0.78 -1.86 0.45
H -0.04 1.65 -3.72 0.25
H -3.67 0.50 -2.83 0.25
H -2.76 1.25 -4.17 0.25
H -3.40 2.22 -2.79 0.27
C 3.74 -1.27 1.80 -0.60
C 2.73 -1.70 2.87 -0.61
H 3.21 -0.92 0.91 0.17
H 4.39 -0.49 2.19 0.21
H 4.35 -2.11 1.46 0.22
H 2.03 -0.90 3.11 0.18
H 3.24 -1.92 3.80 0.22
H 2.18 -2.59 2.55 0.21

***

Arrangement c

27
Properties=species:S:1:pos:R:3:nbo_charge:R:1 method="wB97M-V/def2-TZVPD" homo_lumo_gap_ha="0.340 / 0.243" homo_ev="-13.0 / -13.6" multiplicity=2 charge=+1 lumo_ev="-3.78 / -6.98"
C -1.80 -1.67 1.19 -0.67
C -0.34 0.40 0.73 -0.15
C -0.78 -0.66 1.57 0.12
C 0.72 1.06 1.43 0.21
C 0.11 -0.71 2.67 0.12
C -0.80 0.90 -0.50 -0.07
C -0.43 2.17 -0.92 -0.22
C 0.52 2.89 -0.15 -0.09
C 1.07 2.30 1.00 -0.22
N 0.96 0.31 2.59 -0.46
H -1.47 0.29 -1.09 0.24
H -0.92 2.56 -1.79 0.25
H 0.75 3.89 -0.49 0.25
H -2.67 -1.12 0.81 0.25
H -2.16 -2.22 2.05 0.25
H 0.16 -1.44 3.46 0.25
H 1.84 0.44 3.07 0.45
H 1.77 2.97 1.48 0.25
H -1.43 -2.35 0.42 0.26
C -0.02 -2.50 -4.46 -0.61
C 0.83 -2.51 -3.19 -0.61
H -0.85 -3.19 -4.36 0.21
H -0.60 -1.58 -4.60 0.20
H 0.61 -2.62 -5.33 0.22
H 0.32 -2.15 -2.30 0.18
H 1.73 -1.90 -3.29 0.20
H 1.30 -3.47 -2.98 0.21

***

Which of them is the least stable? Correct choice: arrangement c.

***

Arrangement a

28
Properties=species:S:1:pos:R:3:nbo_charge:R:1 method="wB97M-V/def2-TZVPD" homo_lumo_gap_ha="0.267 / 0.267" homo_ev="-8.3 / -8.3" lumo_ev="-1.06 / -1.05"
C 2.64 0.42 -0.48 -0.51
C 1.21 -1.59 0.18 -0.14
C 2.50 -0.89 0.32 0.00
C 0.02 0.54 -0.32 -0.20
C -1.42 1.14 1.45 -0.62
C -2.26 -0.53 -0.21 -0.56
C -1.94 1.85 -0.98 -0.57
C -1.39 0.73 0.01 -0.14
N 0.80 -2.37 -0.85 0.47
O 1.48 -2.37 -1.88 -0.47
O -0.27 -2.91 -0.77 -0.43
O 2.88 -0.67 1.66 -0.70
S 1.30 1.43 0.36 0.33
H 3.68 0.77 -0.14 0.26
H 2.42 0.45 -1.57 0.25
H 0.68 -1.79 1.06 0.21
H 3.14 -1.75 -0.03 0.24
H 0.20 0.41 -1.44 0.21
H -1.46 0.31 2.06 0.21
H -2.29 1.68 1.55 0.21
H -0.60 1.63 1.88 0.22
H -2.05 -0.96 -1.10 0.22
H -2.06 -1.12 0.65 0.21
H -3.25 -0.15 -0.13 0.20
H -2.82 2.08 -0.53 0.21
H -2.06 1.41 -1.97 0.22
H -1.11 2.66 -0.93 0.21
H 2.06 -0.43 2.15 0.47

***

Arrangement b

28
Properties=species:S:1:pos:R:3:nbo_charge:R:1 method="wB97M-V/def2-TZVPD" homo_lumo_gap_ha="0.302 / 0.302" homo_ev="-8.2 / -8.1" lumo_ev="0.06 / 0.06"
C 2.20 -0.61 0.60 -0.43
C 1.54 1.49 -0.40 -0.43
C 0.13 -0.45 -0.99 -0.51
C 1.38 -0.26 1.83 -0.28
C 0.52 1.76 0.72 -0.28
C 1.58 -0.02 -0.72 -0.19
C -0.72 -0.80 0.13 0.24
C -3.05 -0.63 -1.60 -0.89
N 0.23 0.61 1.58 -0.39
O -2.41 1.27 0.03 -0.95
O -3.09 -0.83 1.06 -0.96
O -0.73 -1.99 0.67 -0.68
S -2.45 -0.16 -0.01 2.14
H 3.22 -0.32 0.54 0.21
H 2.20 -1.73 0.54 0.21
H 1.48 2.16 -1.34 0.21
H 2.51 1.74 -0.04 0.20
H -0.39 0.16 -1.62 0.22
H 0.35 -1.34 -1.69 0.23
H 0.90 -0.99 2.40 0.20
H 2.08 0.25 2.56 0.21
H 0.87 2.77 1.32 0.20
H -0.35 2.18 0.25 0.23
H 2.19 -0.32 -1.54 0.22
H -3.72 0.14 -1.84 0.26
H -2.09 -0.44 -2.31 0.24
H -3.34 -1.70 -1.70 0.26
H -1.03 -1.94 1.57 0.51

***

Which of them is the least stable? Correct choice: arrangement a.

***

Arrangement a

8
Properties=species:S:1:pos:R:3:nbo_charge:R:1 method="wB97M-V/def2-TZVPD" homo_lumo_gap_ha=0.349 homo_ev=-8.7 lumo_ev=0.79
C -0.36 0.94 0.06 -0.24
C 0.71 -0.98 -0.07 0.35
H -0.30 1.28 1.13 0.18
H -0.45 1.82 -0.61 0.22
H 1.65 -1.44 -0.02 0.19
N -0.41 -1.64 -0.02 -0.53
O 0.81 0.33 -0.31 -0.48
S -1.64 -0.31 -0.18 0.32

***

Arrangement b

8
Properties=species:S:1:pos:R:3:nbo_charge:R:1 method="wB97M-V/def2-TZVPD" homo_lumo_gap_ha=0.339 smiles="C1=NSCO1" homo_ev=-8.5 lumo_ev=0.75
C -0.71 0.52 0.20 -0.33
C 1.08 -0.46 -0.41 0.33
H -0.80 1.24 1.01 0.19
H -1.37 0.99 -0.48 0.22
H 2.07 -0.61 -0.56 0.20
N 0.51 -1.44 0.30 -0.58
O 0.39 0.81 -0.59 -0.46
S -1.16 -1.06 0.53 0.44

***

Which of them is the least stable? Correct choice: arrangement b.

***

Arrangement a

8
Properties=species:S:1:pos:R:3:nbo_charge:R:1 method="wB97M-V/def2-TZVPD" homo_lumo_gap_ha=0.382 smiles="O=C1NCS1" homo_ev=-9.9 lumo_ev=0.48
C -1.19 0.44 -0.01 0.54
C 0.77 -0.62 0.15 -0.32
N 0.23 0.79 0.17 -0.65
O -2.18 1.13 -0.11 -0.55
S -0.93 -1.33 0.07 0.17
H 1.39 -0.79 -0.79 0.20
H 1.29 -1.07 0.96 0.21
H 0.62 1.45 -0.45 0.39

***

Arrangement b

8
Properties=species:S:1:pos:R:3:nbo_charge:R:1 method="wB97M-V/def2-TZVPD" homo_lumo_gap_ha=0.321 homo_ev=-8.9 lumo_ev=-0.11
C 0.29 0.39 0.34 -0.22
C -0.33 0.06 -1.27 -0.15
N -1.04 0.13 -0.02 -0.58
O 1.12 -0.08 2.74 -0.92
S 1.55 0.36 1.39 1.10
H -0.27 0.86 -1.87 0.20
H 0.08 -0.85 -1.55 0.19
H -1.40 -0.88 0.23 0.38

***

Which of them is the least stable? Correct choice: arrangement b.

***

Arrangement a

8
Properties=species:S:1:pos:R:3:nbo_charge:R:1 method="wB97M-V/def2-TZVPD" homo_lumo_gap_ha=0.319 smiles="O=CNC=S" homo_ev=-9.1 lumo_ev=-0.42
C 1.01 -0.51 0.11 -0.10
C -1.23 0.18 -0.18 0.54
H 0.72 -1.46 0.61 0.23
H 0.39 1.43 0.09 0.41
H -1.83 1.10 -0.55 0.13
N 0.10 0.48 0.20 -0.64
O -1.75 -0.92 -0.13 -0.54
S 2.59 -0.29 -0.16 -0.02

***

Arrangement b

8
Properties=species:S:1:pos:R:3:nbo_charge:R:1 method="wB97M-V/def2-TZVPD" homo_lumo_gap_ha="0.257 / 0.272" homo_ev="-8.0 / -8.6" lumo_ev="-1.04 / -1.15"
C -0.08 0.90 -0.56 0.14
C -1.13 0.42 0.31 -0.35
N -0.38 -0.32 -0.69 -0.55
O 2.32 -0.95 0.36 -0.77
S 2.47 0.47 -0.09 0.70
H -0.79 0.15 1.33 0.19
H -2.12 0.65 0.15 0.19
H -0.30 -1.32 -0.81 0.45

***

Which of them is the least stable? Correct choice: arrangement b.

***

Arrangement a

17
Properties=species:S:1:pos:R:3:nbo_charge:R:1 method="wB97M-V/def2-TZVPD" homo_lumo_gap_ha=0.357 smiles="C=C(Cl)/C(=N/C)NC" homo_ev=-9.1 lumo_ev=0.61
C 0.46 2.02 -0.30 -0.41
C -0.31 -0.23 0.19 0.37
C 2.00 -0.84 -0.08 -0.45
C -1.74 -0.63 0.10 -0.10
C -2.03 -1.94 0.05 -0.34
H 1.32 1.67 -0.82 0.20
H -0.38 2.31 -0.98 0.19
H 0.71 2.95 0.24 0.20
H -0.68 1.36 1.31 0.37
H 2.25 0.07 0.51 0.19
H 2.48 -1.76 0.36 0.21
H 2.44 -0.63 -1.05 0.20
H -1.12 -2.55 0.05 0.25
H -3.04 -2.35 0.08 0.22
N 0.09 1.02 0.72 -0.65
N 0.56 -1.07 -0.25 -0.44
Cl -2.98 0.59 -0.12 -0.01

***

Arrangement b

17
Properties=species:S:1:pos:R:3:nbo_charge:R:1 method="wB97M-V/def2-TZVPD" homo_lumo_gap_ha="0.285 / 0.226" homo_ev="-10.0 / -10.2" lumo_ev="-2.22 / -4.03"
C 1.48 -0.82 2.59 0.37
C 0.46 -1.37 0.00 -0.63
C -1.27 0.15 1.04 -0.60
C 0.67 1.15 -0.30 -0.59
C 0.23 -0.05 0.67 0.08
N 1.94 -1.62 3.35 -0.28
N 1.03 0.07 1.81 -0.33
Cl 0.19 3.42 2.07 -0.02
H 1.09 -1.86 0.76 0.22
H -0.51 -1.88 -0.13 0.22
H 1.05 -1.29 -0.93 0.23
H -1.64 -0.55 1.75 0.22
H -1.64 0.19 0.01 0.22
H -1.41 1.16 1.61 0.23
H 1.83 1.00 -0.32 0.22
H 0.19 1.00 -1.33 0.22
H 0.55 2.15 0.10 0.22

***

Which of them is the least stable? Correct choice: arrangement b.